Record 1
{
  "formula": "C19H23N5O2S",
  "method": "ωB97M-V/def2-TZVPD",
  "species": ["C", "C", "C", "C", "C", "C", "C", "N", "C", "O", "C", "C", "N", "C", "N", "N", "C", "N", "C", "O", "C", "H", "C", "H", "H", "C", "H", "H", "H", "S", "C", "C", "C", "H", "H", "H", "H", "H", "H", "H", "H", "H", "H", "H", "H", "H", "H", "H", "H", "H"],
  "coordinates": [[-1.5588, 1.0207, 0.5867], [-1.1409, 1.7918, 1.7194], [-1.8845, 2.7254, 2.1988], [-1.5935, 3.5162, 3.4697], [-0.3981, 3.3807, 4.1578], [0.3341, 2.2118, 3.7973], [-0.0961, 1.5086, 2.6992], [1.0609, 0.5211, 2.0489], [1.6247, -0.4196, 2.8899], [1.2428, -0.5122, 4.0158], [2.6625, -1.5712, 2.2902], [2.9729, -1.3215, 0.8044], [1.6995, -1.6219, -0.0620], [1.0758, -1.1719, -0.9370], [1.3842, 0.2802, -1.0789], [0.4647, 0.7332, -1.9225], [-0.3482, 0.0508, -2.6379], [-1.1388, 0.2863, -3.5858], [-1.7937, -0.6916, -4.3909], [-1.9827, -1.8975, -3.9208], [-2.5845, 0.1795, -5.2878], [-3.7184, 0.1322, -4.7622], [-1.8956, 1.3160, -5.4704], [-1.2737, 1.2175, -6.1777], [-2.2816, 2.2559, -5.7955], [-1.2013, 1.6145, -4.2240], [-1.8945, 2.3767, -3.4283], [-0.1178, 1.9780, -4.2818], [-2.8434, -0.4767, -6.1126], [-0.2279, -1.7252, -2.0589], [1.4420, -3.2656, 0.2461], [1.1044, -3.2210, 1.7635], [2.1823, -2.8872, 2.5828], [1.8899, -2.7569, 3.6954], [3.0171, -3.4374, 2.4750], [0.8201, -4.5402, 1.9567], [0.2687, -2.6108, 1.9132], [0.2939, -3.6460, -0.2652], [2.2109, -3.8967, 0.0646], [3.0175, -0.4247, 0.5435], [3.5105, -1.9212, 0.4852], [3.3770, -1.3178, 2.9525], [1.0653, 0.4837, 1.1663], [1.2288, 2.0105, 4.3163], [-0.0418, 3.6650, 5.1926], [-2.3018, 4.3056, 3.7517], [-2.9310, 3.1155, 1.7805], [-1.4792, 0.0897, 0.6215], [-2.3937, 1.2294, 0.3003], [-0.8289, 1.3382, -0.0858]],
  "lowdin_charge": [0.01, -0.24, -0.05, -0.06, -0.09, -0.06, -0.01, 0.20, -0.40, 0.07, -0.16, 0.06, -0.01, -0.63, 0.00, -0.08, -0.58, -0.05, -0.30, -0.09, -0.16, 0.21, -0.26, 0.07, 0.14, -0.10, 0.21, 0.15, 0.13, 1.06, -0.03, -0.22, -0.26, 0.17, 0.10, 0.21, 0.10, 0.17, 0.06, 0.05, 0.02, 0.11, -0.03, 0.10, 0.12, 0.09, 0.15, 0.03, 0.01, 0.08],
  "de_lowest_ev": 16.5203
}

---

Record 2
{
  "formula": "C19H23NO3S",
  "method": "ωB97M-V/def2-TZVPD",
  "species": ["C", "O", "C", "C", "C", "C", "C", "C", "O", "C", "H", "H", "H", "H", "C", "H", "H", "C", "N", "C", "O", "C", "C", "H", "H", "H", "H", "S", "C", "C", "C", "C", "C", "C", "H", "H", "H", "H", "H", "H", "H", "H", "H", "H", "H", "H", "H"],
  "coordinates": [[-5.2090, -0.2207, 2.0198], [-4.5475, -0.7696, 0.9086], [-3.6341, 0.0076, 0.2348], [-3.3711, 1.3303, 0.5706], [-2.4442, 2.0867, -0.1212], [-1.7492, 1.5385, -1.1861], [-2.0113, 0.2240, -1.5302], [-2.9367, -0.5589, -0.8462], [-3.0407, -1.8302, -1.3347], [-3.8369, -2.8021, -0.6969], [-3.5212, -2.9678, 0.3354], [-3.6835, -3.7146, -1.2735], [-4.8951, -2.5350, -0.7127], [-1.4967, -0.2431, -2.3570], [-0.6719, 2.3135, -1.8898], [-0.9902, 3.3419, -2.0661], [-0.4455, 1.8502, -2.8519], [0.5964, 2.3382, -1.0229], [1.0218, 1.0064, -0.6723], [0.9265, 0.5196, 0.5749], [0.5811, 1.1712, 1.5400], [1.2906, -0.9570, 0.7307], [0.0248, -1.8009, 0.6216], [-0.3969, -1.7335, -0.3785], [-0.7113, -1.4360, 1.3352], [0.2463, -2.8437, 0.8381], [1.7449, -1.1023, 1.7147], [2.4852, -1.5585, -0.5206], [4.0113, -0.7713, -0.0835], [4.1109, 0.2737, 0.8231], [5.3530, 0.8226, 1.0943], [6.4897, 0.3463, 0.4658], [6.3841, -0.6925, -0.4459], [5.1523, -1.2519, -0.7198], [5.0577, -2.0643, -1.4245], [7.2649, -1.0711, -0.9429], [7.4531, 0.7819, 0.6837], [5.4242, 1.6337, 1.8037], [3.2398, 0.6708, 1.3189], [1.2709, 0.3722, -1.4188], [1.4067, 2.8507, -1.5520], [0.3965, 2.8535, -0.0807], [-2.2629, 3.1068, 0.1799], [-3.8934, 1.7870, 1.3953], [-5.8344, 0.6330, 1.7383], [-5.8445, -1.0194, 2.4007], [-4.5047, 0.0840, 2.8005]],
  "lowdin_charge": [-0.08, -0.12, -0.19, -0.01, -0.04, -0.24, 0.02, -0.21, -0.08, -0.08, 0.09, 0.09, 0.09, 0.13, -0.13, 0.12, 0.11, -0.16, 0.06, -0.56, 0.06, -0.52, -0.10, 0.06, 0.09, 0.08, 0.12, 1.00, -0.51, -0.08, -0.08, -0.10, -0.09, -0.12, 0.10, 0.10, 0.10, 0.11, 0.09, 0.10, 0.12, 0.12, 0.12, 0.10, 0.10, 0.09, 0.10],
  "de_lowest_ev": 0.8686,
  "smiles": "COc1ccc(CCNC(=O)[C@@H](C)Sc2ccccc2)cc1OC"
}

---

Number 1: largest force on an atom 17.273 eV Å⁻¹. Number 2: largest force on an atom 0.507 eV Å⁻¹.